# 1
Density functional theory data (wB97M-V/def2-TZVPD) for a 2-piece molecular cluster, C20H33Br2F4NO5S overall.

Computed properties:
Calculated total energy ... -194791.2768 eV
HOMO energy ... -9.1 eV
Frontier orbital gap ... 0.3476 Eh
F_max ... 0.91 eV/Å
Charge ... 0
SMILES ... C[C@H](Br)[C@@H](Br)[C@H]1NC(=O)[C@](CC=O)(CCCS)[C@@H]1C(F)(F)C(F)F.COCCOCCOC

Each atom is followed by the atoms it is bonded to, with distances in Å.
CARTESIAN COORDINATES (ANGSTROEM)
1 H -1.04 2.50 1.01  C28 1.094
2 C -4.35 -1.58 0.40  F21 1.349, H26 1.092, F56 1.356, C64 1.535
3 H 5.00 -1.52 -6.09  C54 1.099
4 H -1.91 2.78 4.70  C52 1.090
5 H -1.99 2.60 -1.68  C46 1.094
6 C 3.18 -0.99 -1.43  H9 1.097, H41 1.100, C55 1.512, O59 1.416
7 C -3.34 1.27 4.16  C31 1.548, H32 1.094, Br44 1.941, C52 1.544
8 O 3.49 -0.27 -5.45  C51 1.408, C54 1.415
9 H 3.91 -1.41 -0.73  C6 1.097
10 C 5.02 -1.43 -3.97  H24 1.092, H29 1.093, O34 1.417, C54 1.512
11 C -1.46 0.67 -0.11  H14 1.091, H16 1.096, C28 1.540, C58 1.560
12 N -1.02 0.77 3.28  H20 1.017, C31 1.482, C61 1.416
13 O 0.79 0.11 2.01  C61 1.194
14 H -2.50 0.82 -0.43  C11 1.091
15 H 2.07 -3.99 -2.13  C19 1.089
16 H -0.97 0.16 -0.94  C11 1.096
17 C -0.65 -2.64 1.82  H38 1.113, O45 1.190, C57 1.509
18 F -5.01 -0.62 2.35  C64 1.367
19 C 2.48 -3.25 -1.45  H15 1.089, H27 1.096, H49 1.095, O59 1.410
20 H -0.87 0.14 4.06  N12 1.017
21 F -3.68 -1.41 -0.76  C2 1.349
22 H 4.17 0.84 -1.75  C55 1.093
23 H 3.64 0.68 -7.29  C51 1.097
24 H 4.26 -2.19 -3.79  C10 1.092
25 H 3.20 0.32 -3.14  C55 1.092
26 H -5.41 -1.66 0.19  C2 1.092
27 H 3.47 -3.57 -1.13  C19 1.096
28 C -0.79 2.05 0.05  H1 1.094, C11 1.540, C46 1.540, H63 1.095
29 H 6.00 -1.91 -4.00  C10 1.093
30 H -2.19 1.03 7.11  C66 1.090
31 C -2.45 0.95 2.93  C7 1.548, N12 1.482, C33 1.560, H39 1.094
32 H -3.76 0.38 4.63  C7 1.094
33 C -2.73 -0.28 2.01  C31 1.560, H42 1.100, C58 1.568, C64 1.516
34 O 5.10 -0.51 -2.89  C10 1.417, C55 1.418
35 H -1.71 -2.19 0.07  C57 1.093
36 H 4.07 1.67 -5.87  C51 1.096
37 H 2.38 1.24 -6.18  C51 1.089
38 H -0.72 -2.26 2.86  C17 1.113
39 H -2.47 1.85 2.31  C31 1.094
40 H -1.62 0.12 5.71  C66 1.094
41 H 2.43 -0.43 -0.84  C6 1.100
42 H -2.66 -1.16 2.66  C33 1.100
43 Br -3.65 3.15 6.40  C52 1.953
44 Br -4.85 2.29 3.49  C7 1.941
45 O -0.32 -3.77 1.64  C17 1.190
46 C -1.18 3.02 -1.08  H5 1.094, C28 1.540, H60 1.091, S62 1.820
47 H 5.54 0.04 -5.44  C54 1.097
48 H -0.11 4.59 -2.56  S62 1.337
49 H 1.83 -3.19 -0.57  C19 1.095
50 H -0.70 1.52 6.27  C66 1.092
51 C 3.40 0.89 -6.24  O8 1.408, H23 1.097, H36 1.096, H37 1.089
52 C -2.54 2.06 5.22  H4 1.090, C7 1.544, Br43 1.953, C66 1.542
53 H -0.06 -1.59 0.09  C57 1.097
54 C 4.81 -0.77 -5.31  H3 1.099, O8 1.415, C10 1.512, H47 1.097
55 C 3.88 -0.02 -2.35  C6 1.512, H22 1.093, H25 1.092, O34 1.418
56 F -3.90 -2.73 0.97  C2 1.356
57 C -0.97 -1.69 0.70  C17 1.509, H35 1.093, H53 1.097, C58 1.539
58 C -1.43 -0.28 1.12  C11 1.560, C33 1.568, C57 1.539, C61 1.537
59 O 2.54 -2.03 -2.15  C6 1.416, C19 1.410
60 H -1.53 3.97 -0.67  C46 1.091
61 C -0.39 0.22 2.14  N12 1.416, O13 1.194, C58 1.537
62 S 0.24 3.36 -2.17  C46 1.820, H48 1.337
63 H 0.30 1.92 0.05  C28 1.095
64 C -4.09 -0.41 1.36  C2 1.535, F18 1.367, C33 1.516, F65 1.358
65 F -4.47 0.71 0.69  C64 1.358
66 C -1.71 1.13 6.13  H30 1.090, H40 1.094, H50 1.092, C52 1.542

Here are the Löwdin charges for atoms 1 to 8, given in e:
1 H 0.104
2 C -0.282
3 H 0.127
4 H 0.087
5 H 0.066
6 C -0.202
7 C -0.660
8 O -0.194

# 2
Density functional theory data (wB97M-V/def2-TZVPD) for one molecule with the formula C4H6N2.

Computed properties:
Energy above the lowest of the compared OMol25 structures with the same formula, charge and spin ... 479.58 kJ/mol
Calculated total energy ... -7220.6204 eV
HOMO energy (alpha / beta) ... -8.5 / -8.5 eV
Frontier orbital gap (alpha / beta) ... 0.3293 / 0.3293 Eh
F_max ... 2.54 eV/Å
Charge ... 0

Each atom is followed by the atoms it is bonded to, with distances in Å.
CARTESIAN COORDINATES (ANGSTROEM)
1 N 0.41 0.42 -1.90  H3 1.177, C10 1.187
2 H 0.00 1.61 0.69  C6 1.093
3 H -0.73 0.58 -1.63  N1 1.177
4 N -0.18 -0.56 0.63  C5 1.463, C6 1.458, C8 1.405
5 C 1.16 -0.79 0.10  N4 1.463, H7 1.094, C10 1.499, H12 1.095
6 C -0.64 0.78 0.97  H2 1.093, N4 1.458, C8 1.485, H11 1.092
7 H 1.93 -0.44 0.81  C5 1.094
8 C -1.22 -0.02 -0.15  N4 1.405, C6 1.485, H9 1.085
9 H -2.17 -0.52 -0.17  C8 1.085
10 C 1.24 -0.09 -1.22  N1 1.187, C5 1.499
11 H -1.11 0.88 1.95  C6 1.092
12 H 1.32 -1.86 -0.08  C5 1.095

Here are the Löwdin charges for atoms 1 to 8, given in e:
1 N 0.108
2 H 0.101
3 H 0.121
4 N -0.112
5 C -0.174
6 C -0.150
7 H 0.116
8 C -0.165